DFT (ωB97M-V/def2-TZVPD) results for a structure of composition C25H54F6N2O20S8Zr at a distorted geometry.

Each line ends with the Löwdin charge.
Geometry (Å):
H1 -4.832 1.828 -3.521  0.084
C1 2.783 -2.869 -2.020  -0.259
H2 4.278 3.457 -3.355  0.058
H3 -0.542 -2.035 -2.763  0.061
F1 -1.332 3.520 5.654  0.163
O1 0.791 -1.350 2.659  -0.700
H4 5.212 -1.135 -2.185  0.001
H5 1.307 -4.762 1.129  0.065
O2 -1.423 0.280 -3.923  -0.013
O3 -2.235 -0.099 5.797  -0.290
O4 2.744 0.633 -1.847  -0.567
F2 -4.126 3.874 1.841  0.144
O5 2.588 1.174 5.579  -0.297
O6 0.180 0.063 -1.315  0.135
C2 -4.092 1.332 -4.152  -0.026
C3 -3.702 -2.448 4.165  -0.216
C4 5.397 -2.136 -2.583  -0.245
O7 -2.788 1.768 1.240  -0.294
H6 -4.341 -2.832 1.638  0.057
H7 2.604 3.276 -3.042  0.065
H8 -4.135 -1.459 4.022  0.039
H9 1.020 4.371 3.437  0.041
H10 2.678 -1.881 -1.561  0.025
H11 5.776 -2.674 -1.714  0.063
C5 1.775 3.612 0.678  -0.237
C6 -3.941 3.268 3.010  -0.627
O8 -0.732 -0.170 0.776  -0.116
H12 1.725 -3.080 -2.179  0.039
H13 -0.264 -4.000 1.072  0.035
O9 2.977 2.895 3.939  -0.276
C7 -3.459 -2.819 -4.309  -0.139
S1 -2.356 -2.520 2.920  0.940
H14 1.146 -3.263 0.192  0.035
H15 3.146 -3.476 -1.189  0.047
O10 -1.547 -1.251 3.043  -0.685
H16 -1.805 -2.011 -6.210  0.090
F3 -0.794 1.893 6.984  0.158
O11 4.123 -4.131 -4.002  -0.563
H17 4.978 2.769 2.213  0.130
C8 3.018 -2.934 2.472  -0.223
H18 -4.251 0.340 -1.274  0.088
H19 -1.121 -3.323 -5.272  0.086
H20 3.322 -0.144 -4.551  0.013
H21 -3.982 -2.801 -5.266  0.123
O12 -0.167 2.341 1.834  -0.676
O13 6.310 1.967 0.861  0.079
H22 3.587 -2.332 3.184  0.065
F4 -2.676 3.004 7.179  0.146
N1 -2.564 -0.534 -4.072  -0.104
H23 -3.205 1.966 -4.103  0.068
H24 -3.216 -3.845 -4.030  0.113
C9 -1.773 2.502 6.327  -0.659
H25 -2.690 -0.354 -1.437  0.055
C10 0.806 -3.796 1.079  -0.169
H26 1.057 0.389 -1.601  0.067
C11 -1.542 -2.474 -2.776  -0.023
O14 -4.230 0.525 2.691  -0.282
C12 -3.355 0.378 -1.894  -0.018
C13 -3.427 -2.274 1.444  -0.199
H27 -1.977 -2.128 -1.839  0.055
C14 5.026 2.000 1.444  -0.120
H28 6.240 -1.944 -3.247  0.058
N2 -1.919 1.322 3.604  -0.437
S2 -2.654 1.163 5.215  0.748
H29 -0.338 -1.791 -5.171  0.078
H30 -5.611 -0.795 -2.644  0.112
S3 1.212 -2.818 2.642  1.001
H31 -2.890 1.361 -1.828  0.089
H32 -3.329 -2.593 5.177  0.057
C15 3.448 0.923 -4.378  -0.204
H33 -0.511 5.038 3.141  0.041
H34 3.871 0.403 1.843  0.103
H35 4.004 1.451 -5.152  0.058
H36 -1.444 -3.559 -2.797  0.086
H37 -4.429 -3.231 3.951  0.059
O15 1.225 0.289 0.678  -0.055
C16 -2.217 -1.955 -4.073  -0.512
O16 7.317 0.462 -0.409  0.148
O17 2.038 0.768 3.288  -0.462
S4 3.900 1.254 -2.586  0.885
H38 2.351 3.205 1.511  0.039
C17 0.224 0.061 -0.008  -0.792
H39 -5.505 -0.841 -4.420  0.115
H40 -2.807 -2.737 0.676  0.032
O18 5.830 -0.133 1.217  0.054
H41 3.400 -2.459 1.565  0.059
H42 2.168 4.564 0.324  0.069
F5 -3.164 4.025 3.801  0.123
H43 0.785 5.844 2.312  0.064
C18 -1.324 -2.249 -5.263  -0.038
H44 -1.401 0.464 -2.975  0.051
H45 -5.509 -2.998 -3.386  0.114
S5 0.054 3.714 1.228  1.023
F6 -5.123 3.164 3.613  0.135
S6 -3.201 1.533 2.608  0.622
H46 3.714 3.503 -1.650  0.036
H47 3.387 -3.952 2.582  0.066
C19 0.450 4.866 2.651  -0.181
H48 1.914 2.844 -0.085  0.034
H49 -3.655 -1.261 1.120  0.051
H50 2.439 1.322 -4.512  0.053
S7 2.159 1.788 4.321  0.280
C20 6.513 0.740 0.430  -0.607
Zr1 -0.023 0.513 2.955  1.951
C21 3.583 3.039 -2.625  -0.249
C22 -4.937 -0.927 -3.492  -0.136
O19 -4.061 1.542 5.330  -0.276
C23 -3.710 0.028 -3.365  -0.471
C24 -4.597 -2.402 -3.360  -0.193
H51 -4.355 1.216 -5.201  0.083
H52 -4.185 -2.428 -2.346  0.096
O20 0.685 1.980 4.266  -0.481
C25 4.917 0.610 2.062  -0.089
S8 3.901 -2.729 -3.476  0.844
H53 4.251 2.220 0.709  0.109
H54 5.185 0.497 3.110  0.144

Its charge is 0. The value obtained for the HOMO energy is -8.07 eV. Its energy above the lowest of the compared OMol25 structures with the same formula, charge and spin is 0.0000 eV. The value obtained for the total energy is -174994.9485 eV.



DFT (ωB97M-V/def2-TZVPD) results for a cluster of 3 separate species, C25H55B2Cl2FI2N2O15P3 in total at a distorted geometry.

Each line ends with the Löwdin charge.
Geometry (Å):
C1 0.433 1.452 2.936  -0.572
H1 -0.746 0.609 7.787  0.141
O1 -5.837 -4.695 -0.740  -0.197
H2 -0.245 1.346 3.914  0.105
H3 0.932 2.691 0.263  0.038
H4 -0.336 -0.759 3.190  0.125
H5 1.744 0.899 -1.107  0.075
O2 0.061 -2.766 -0.486  -0.102
O3 -6.112 -3.458 -3.764  -0.239
C2 -8.215 -5.026 -3.426  -0.307
O4 -1.405 -1.246 5.530  0.069
O5 2.138 1.903 5.828  -0.239
O6 -1.802 -2.718 2.316  0.078
H6 -2.189 -3.348 1.639  0.117
Cl1 1.162 3.148 3.053  0.677
H7 7.101 5.577 -4.404  0.081
H8 2.062 -0.937 -0.834  0.067
O7 1.528 4.035 -4.410  -0.235
H9 2.158 -4.180 1.934  0.123
I1 4.277 -0.918 3.202  1.061
H10 5.752 6.113 -3.395  0.060
H11 -3.020 -5.109 -3.881  0.123
H12 -3.722 -3.492 -3.829  0.106
O8 -0.560 -4.640 3.371  0.030
H13 -0.537 3.855 0.889  0.077
H14 3.903 7.266 -0.853  0.088
H15 1.833 -0.358 7.065  0.176
C3 2.370 -0.150 4.162  -0.527
C4 -7.929 -5.641 -4.785  -0.076
H16 -8.453 -3.961 -3.505  0.103
H17 4.924 5.782 -5.688  0.106
H18 3.744 2.448 2.101  0.040
O9 2.851 2.944 6.198  -0.040
C5 -0.635 1.614 1.706  -0.633
C6 3.004 1.094 4.993  -0.230
P1 2.664 5.232 -4.195  0.741
P2 -5.982 -4.042 -2.336  0.741
H19 -8.713 -5.381 -5.502  0.078
O10 -7.118 -5.239 -2.551  -0.227
H20 -1.375 -2.216 5.796  0.126
H21 3.113 2.685 0.325  0.040
C7 3.531 1.884 1.074  -0.335
C8 1.721 -3.127 1.578  -0.087
C9 1.587 0.031 -0.322  -0.273
H22 3.903 0.685 5.659  0.138
H23 -4.036 -4.237 0.127  0.083
H24 -0.445 3.760 -4.845  0.114
O11 2.809 4.580 -2.599  -0.218
H25 0.328 -5.039 3.061  0.089
H26 -6.966 -5.314 -5.189  0.071
H27 -4.743 -2.009 1.006  0.078
B1 -0.521 -3.228 2.848  -0.446
H28 2.967 -1.641 5.414  0.145
C10 0.920 -2.340 2.820  -0.260
H29 4.614 1.592 0.666  0.079
H30 -2.894 -3.161 -1.536  0.062
H31 -5.402 -4.376 1.212  0.126
C11 0.673 -3.590 0.357  -0.613
I2 0.267 -5.758 0.005  0.897
H32 2.643 3.698 5.556  0.134
C12 5.161 4.905 -5.080  -0.300
C13 -0.189 2.773 0.584  -0.202
P3 2.533 0.313 1.300  0.766
H33 3.245 4.898 -0.647  0.103
C14 -3.485 -4.370 -3.221  -0.294
C15 1.452 0.176 2.866  -0.518
H34 2.644 -2.538 1.175  0.084
C16 3.555 5.284 -1.625  -0.319
H35 0.443 -0.198 -0.220  0.050
C17 3.334 6.783 -1.650  -0.084
H36 2.273 7.019 -1.522  0.088
H37 1.216 -2.114 6.888  0.177
H38 -0.067 3.893 -7.361  0.079
H39 0.193 5.314 -5.364  0.104
B2 -0.270 -0.529 6.200  -0.390
H40 -0.996 0.658 1.170  0.097
C18 0.717 3.634 -6.645  -0.075
H41 -2.350 -4.838 -1.441  0.028
C19 6.138 5.278 -3.984  -0.083
O12 2.535 5.816 -5.623  -0.233
H42 3.649 7.218 -2.605  0.068
C20 -5.312 -2.491 0.209  -0.084
C21 -2.509 -3.997 -2.125  -0.111
N1 0.471 -0.968 2.529  0.026
H43 -7.875 -6.731 -4.706  0.078
H44 -0.825 2.500 -0.389  0.107
C22 1.557 -2.585 4.296  -0.113
H45 6.297 4.436 -3.300  0.079
H46 -9.091 -5.514 -2.986  0.116
H47 -6.373 -2.255 0.337  0.090
H48 1.681 3.960 -7.048  0.073
H49 -1.546 -3.697 -2.545  0.072
H50 4.611 5.037 -1.732  0.095
C23 -5.091 -3.990 0.234  -0.314
O13 -0.620 0.797 6.798  0.046
N2 2.017 -1.324 5.032  -0.112
Cl2 -2.195 2.347 2.491  0.534
H51 0.712 -3.056 5.000  0.174
H52 3.517 1.818 4.199  0.111
H53 0.771 2.543 -6.565  0.076
H54 5.626 4.165 -5.740  0.122
O14 3.999 4.306 -4.537  -0.226
C24 1.254 -1.073 6.303  -0.016
F1 2.627 -3.653 4.358  -0.063
C25 0.432 4.248 -5.285  -0.309
O15 -4.647 -4.968 -2.678  -0.221
H55 -4.997 -2.056 -0.746  0.066

Its charge is +1. The value obtained for the HOMO energy is -10.36 eV. The value obtained for the total energy is -133675.6396 eV.



DFT (ωB97M-V/def2-TZVPD) results for a cluster of 7 separate species, C25H55F7O13S8Si in total at a distorted geometry.

Each line ends with the Löwdin charge.
Geometry (Å):
H1 4.174 -2.376 2.145  0.047
C1 -2.250 0.056 3.765  -0.234
C2 7.291 5.192 -5.572  -0.268
H2 6.799 5.635 -4.706  0.058
O1 -5.184 4.024 4.560  -0.551
F1 1.674 -6.055 5.705  0.161
O2 -2.530 -2.892 2.911  -0.243
H3 -2.335 -0.711 1.803  0.119
C3 -0.464 -1.387 -0.124  -0.127
S1 -1.201 2.969 6.710  0.813
H4 -1.002 3.777 -8.609  0.052
C4 1.946 -4.168 0.061  -0.166
H5 4.081 5.040 -7.312  0.046
H6 -2.397 -8.923 -2.710  0.052
H7 7.676 5.970 -6.231  0.053
S2 -6.284 4.900 5.039  0.809
H8 3.683 -0.768 0.289  0.040
H9 2.542 -4.169 -0.847  0.037
H10 2.798 1.726 -5.068  0.054
H11 -8.384 5.520 4.078  0.052
H12 -2.580 -3.783 -0.053  0.063
C5 -0.411 -1.370 2.505  -0.401
C6 -0.919 0.934 -8.726  -0.271
C7 -0.109 4.011 7.692  -0.272
C8 4.927 5.478 -6.786  -0.268
H13 0.346 4.137 -7.506  0.044
H14 2.371 -0.784 -0.906  -0.007
H15 -1.210 0.273 5.406  0.083
O3 2.931 0.627 -2.444  -0.552
H16 -2.808 4.645 7.297  0.058
H17 -2.753 -0.765 4.262  0.110
C9 -0.843 -2.674 -0.812  -0.157
H18 -1.526 1.404 -9.500  0.052
H19 -3.433 -7.909 -4.853  0.052
H20 -1.947 5.037 5.775  0.056
C10 3.166 -2.677 2.413  -0.157
O4 -1.456 0.808 4.648  -0.088
C11 4.108 2.952 -2.918  -0.280
C12 -2.083 -3.260 -0.865  0.016
S3 0.529 1.948 -8.404  0.808
C13 2.045 2.167 -4.417  -0.286
H21 -2.570 -3.265 -1.828  0.042
H22 -0.654 4.425 8.541  0.052
S4 1.407 0.355 2.644  0.603
H23 8.108 4.555 -5.244  0.051
O5 1.226 1.356 -7.235  -0.546
C14 -0.378 3.383 -7.807  -0.272
C15 0.507 -5.936 5.031  -0.533
C16 -2.414 4.244 6.361  -0.266
H24 -0.577 -0.038 -9.072  0.050
F2 -0.334 -4.702 1.767  0.123
C17 0.787 -4.882 3.913  -0.359
F3 -1.470 -5.294 3.481  0.121
O6 0.975 -0.097 1.194  -0.225
H25 4.592 5.902 -5.839  0.056
C18 -1.836 -8.013 -2.499  -0.271
H26 2.892 -2.169 3.329  0.018
H27 -8.017 3.793 3.860  0.050
F4 -0.402 -5.512 5.909  0.192
H28 -0.899 -8.004 -3.056  0.058
F5 1.656 -5.477 3.066  0.138
H29 4.625 2.967 -1.959  0.052
C19 -5.816 6.595 4.668  -0.270
H30 -4.965 6.853 5.295  0.046
F6 0.219 -7.137 4.535  0.190
H31 2.409 -4.911 0.709  0.022
H32 -3.452 -6.165 -5.205  0.048
H33 0.969 -4.563 -0.199  0.010
H34 -5.537 6.677 3.617  0.059
S5 -1.175 -2.783 3.371  0.822
C20 -2.905 -6.965 -4.712  -0.273
C21 -7.606 4.799 3.826  -0.273
C22 0.374 -1.479 1.166  -0.323
O7 0.571 -0.812 3.406  -0.175
H35 3.888 3.972 -3.230  0.047
C23 -0.467 -4.483 3.079  -0.430
H36 0.712 3.394 8.051  0.047
H37 -3.224 3.799 5.785  0.018
H38 0.171 -0.844 -0.816  0.121
H39 -0.991 3.099 -6.952  0.059
O8 2.805 0.268 2.877  -0.210
O9 -1.956 -5.386 -2.808  -0.553
H40 0.284 4.812 7.065  0.050
Si1 2.040 -2.486 0.915  0.648
H41 -1.896 -7.028 -5.120  0.058
S6 6.121 4.170 -6.477  0.826
H42 1.892 3.216 -4.675  0.050
H43 1.110 1.626 -4.526  0.041
C24 3.011 -1.395 -0.288  -0.155
H44 -7.208 5.001 2.832  0.058
H45 4.722 2.457 -3.659  0.023
H46 5.385 6.247 -7.407  0.053
F7 1.376 -3.839 4.504  0.158
C25 -1.555 -0.328 2.457  -0.120
O10 -1.123 -2.617 4.795  -0.229
O11 0.856 1.621 2.973  -0.201
H47 -3.057 0.730 3.471  0.131
H48 3.232 -3.736 2.653  0.014
H49 -1.237 0.591 1.979  0.132
H50 -1.630 -7.950 -1.433  0.049
O12 -1.835 2.000 7.646  -0.541
H51 -1.354 -0.787 0.014  0.110
H52 -1.495 0.816 -7.809  0.059
H53 -6.650 7.259 4.894  0.052
O13 5.504 3.242 -5.494  -0.555
H54 3.599 -2.006 -0.969  0.043
H55 -0.064 -3.162 -1.395  0.091
S7 2.571 2.052 -2.703  0.824
S8 -2.824 -6.582 -2.957  0.813

Its charge is 0. The value obtained for the HOMO energy is -7.32 eV. The value obtained for the total energy is -167005.8549 eV.



DFT (ωB97M-V/def2-TZVPD) results for a cluster of 10 separate species, C25H55N5O15S5 in total at a distorted geometry.

Each line ends with the Löwdin charge.
Geometry (Å):
C1 2.823 2.180 -1.198  -0.115
H1 -0.546 -1.901 -4.456  0.064
C2 -3.013 -0.122 -4.342  -0.295
H2 2.134 -6.145 -4.264  0.080
S1 3.553 2.703 5.563  0.619
H3 6.007 -1.906 -1.319  0.089
O1 -0.030 0.905 -4.087  -0.290
H4 4.647 0.927 6.793  0.067
C3 2.356 1.122 3.859  -0.232
H5 -0.170 -6.543 -4.194  0.121
H6 -1.015 6.006 0.123  0.076
H7 -2.767 -0.712 -3.457  0.089
O2 5.037 3.508 -1.695  -0.287
H8 2.096 -4.684 -3.363  0.072
H9 1.939 0.518 4.662  0.121
H10 1.935 -0.566 2.552  0.058
H11 -1.451 3.680 -4.462  0.076
C4 -5.564 -2.483 -1.238  -0.244
H12 -2.103 0.710 2.147  0.051
S2 -1.207 1.466 -3.439  0.647
C5 0.151 -5.682 -3.618  -0.217
H13 5.629 4.713 2.052  0.085
H14 0.290 -0.038 -0.939  0.049
H15 4.723 3.690 3.124  0.040
H16 0.027 -4.599 1.614  0.088
O3 -4.971 -2.817 0.062  -0.270
N1 -1.110 -2.341 3.624  0.133
H17 4.135 5.303 2.734  0.074
S3 4.596 2.358 -0.933  0.624
H18 -0.866 4.342 0.576  0.034
O4 -0.799 -4.581 -3.784  -0.274
C6 -2.822 2.626 2.804  -0.256
N2 -2.658 3.706 3.144  0.143
H19 5.784 -1.281 0.322  0.082
H20 -1.012 -0.559 0.181  0.063
H21 4.151 2.250 7.768  0.067
C7 0.051 1.159 0.725  -0.261
C8 4.614 4.415 2.323  -0.064
O5 -2.306 -3.016 -2.654  -0.280
C9 -3.025 1.255 2.329  -0.068
C10 3.855 3.847 1.140  -0.287
H22 -0.127 -1.268 -2.864  0.030
C11 3.807 1.600 6.963  -0.120
C12 -0.633 -2.887 2.731  -0.299
C13 -0.001 -0.166 0.099  -0.057
H23 2.903 1.051 7.196  0.067
C14 1.531 -5.247 -4.105  -0.075
H24 1.771 1.936 3.441  0.100
H25 2.347 3.144 -1.326  0.069
H26 -3.614 0.650 3.012  0.072
H27 -1.654 5.341 1.778  0.044
C15 0.379 5.578 1.633  -0.274
N3 1.364 5.733 2.203  0.156
H28 -4.763 0.628 -5.238  0.086
H29 -0.169 3.534 -3.203  0.066
H30 -1.844 3.594 -2.686  0.071
O6 -0.134 -3.798 -1.561  -0.304
S4 -4.470 -1.604 0.990  0.591
H31 1.435 -4.658 -5.015  0.082
H32 3.650 -0.311 2.925  0.084
H33 1.033 -3.135 1.663  0.082
O7 3.634 1.597 4.352  -0.284
C16 0.030 -2.094 -3.554  -0.092
H34 -6.063 -2.564 2.421  0.072
H35 -0.421 -3.081 0.687  0.045
C17 -6.228 -3.738 -1.793  -0.049
C18 -0.907 5.355 0.988  -0.088
H36 0.764 -0.777 0.577  0.053
H37 -4.979 -1.350 3.221  0.063
N4 0.077 2.189 1.234  0.199
H38 -4.844 -1.146 -4.938  0.084
H39 -4.332 -3.012 2.794  0.070
H40 2.671 0.702 1.721  0.047
O8 -1.509 0.960 -2.117  -0.293
O9 4.630 3.662 5.509  -0.275
H41 2.408 1.736 -0.291  0.026
H42 -4.656 -2.243 -1.795  0.095
H43 3.622 4.568 0.353  0.112
O10 -3.027 -1.605 0.860  -0.295
C19 2.717 0.192 2.683  -0.052
O11 -2.587 1.237 -4.275  -0.246
C20 -1.187 3.276 -3.492  -0.084
O12 5.204 1.065 -1.004  -0.289
H44 -5.086 -0.142 -3.633  0.075
H45 2.857 3.566 1.492  0.086
C21 5.367 -1.934 -0.438  -0.068
C22 -4.500 -0.183 -4.557  -0.061
O13 -5.218 -0.401 0.748  -0.291
S5 -0.913 -3.397 -2.716  0.620
C23 0.008 -3.516 1.589  -0.065
H46 1.054 -2.403 -3.683  0.064
O14 2.180 3.107 5.693  -0.284
H47 -2.574 -0.640 -5.200  0.124
O15 4.671 2.768 0.648  -0.263
H48 -5.417 -4.327 -2.210  0.079
N5 2.907 -1.420 -1.116  0.167
C24 -5.047 -2.221 2.577  -0.087
H49 0.161 -5.838 -2.541  0.104
H50 -6.800 -4.229 -1.007  0.082
H51 -6.961 -3.428 -2.537  0.079
C25 3.979 -1.678 -0.802  -0.259
H52 -6.214 -1.610 -1.238  0.112
H53 5.440 -2.962 -0.072  0.082
H54 -3.546 1.443 1.390  0.081
H55 2.727 1.394 -1.946  0.063

Its charge is 0. As for the SMILES: CCOS(C)(=O)=O.CCOS(C)(=O)=O.CCOS(C)(=O)=O.CCOS(C)(=O)=O.CCOS(C)(=O)=O.CC#N.CC#N.CC#N.CC#N.CC#N. The value obtained for the HOMO energy is -10.45 eV. The value obtained for the total energy is -119151.7481 eV.



Question: Among the records above, which one has the highest HOMO?
Answer: C25H55F7O13S8Si